# 1
Molecular formula: C60H68N5O2
Method: DFT, ωB97M-V/def2-TZVPD

Its charge is +1. The calculation puts the energy above the lowest of the compared OMol25 structures with the same formula, charge and spin at 199.86 kJ/mol.

Bonds (Å) are listed after each position.
Cartesian coordinates (Å):
1 O -0.589 -5.328 3.040  N7 1.254
2 O 0.508 -4.156 4.547  N7 1.253
3 N -0.907 1.762 -0.250  N5 1.385, C34 1.449, C67 1.387
4 N 2.811 0.740 -4.907  C12 1.348, C21 1.380, H96 1.017
5 N -1.804 2.414 0.579  N3 1.385, C13 1.309
6 N -1.448 0.341 1.363  C13 1.415, C15 1.459, C67 1.422
7 N 0.229 -4.433 3.358  O1 1.254, O2 1.253, C39 1.421
8 C 5.804 -2.032 -4.728  C25 1.399, C40 1.405, H89 1.091
9 C 1.450 1.839 -3.230  C12 1.457, H91 1.104, H99 1.098, H119 1.101
10 C 2.522 4.745 -0.528  C26 1.538, H70 1.095, H72 1.100, H85 1.097
11 C 0.345 -3.880 1.010  C39 1.407, C56 1.373, H73 1.087
12 C 2.344 0.766 -3.643  N4 1.348, C9 1.457, C14 1.407
13 C -2.163 1.556 1.500  N5 1.309, N6 1.415, C27 1.467
14 C 2.887 -0.294 -2.892  C12 1.407, C33 1.473, C64 1.450
15 C -1.608 -0.678 2.395  N6 1.459, C35 1.426, C37 1.422
16 C -5.179 3.054 4.117  C30 1.405, C41 1.401, H114 1.091
17 C 4.407 -3.789 -0.508  C38 1.389, C48 1.397, H77 1.089
18 C -1.449 -0.021 -2.952  C49 1.521, H120 1.096, H123 1.087, H134 1.100
19 C -3.879 1.140 3.392  C27 1.414, C41 1.396, H75 1.089
20 C 4.568 -0.498 -6.137  C21 1.384, C40 1.399, H108 1.088
21 C 3.760 -0.253 -5.041  N4 1.380, C20 1.384, C33 1.416
22 C -3.455 1.138 -1.993  C49 1.526, H101 1.098, H115 1.099, H124 1.091
23 C 0.763 -1.532 0.594  C43 1.419, C56 1.421, C58 1.462
24 C -1.420 2.496 -2.576  C34 1.439, C49 1.556, C57 1.389
25 C 5.006 -1.726 -3.620  C8 1.399, C33 1.394, H126 1.087
26 C 1.362 3.829 -0.105  C10 1.538, C31 1.520, C32 1.530, C53 1.555
27 C -3.164 1.964 2.491  C13 1.467, C19 1.414, C63 1.419
28 C 5.048 -5.846 -1.823  C48 1.495, H86 1.098, H98 1.095, H117 1.092
29 C -2.859 1.369 -4.373  C49 1.535, H81 1.099, H87 1.100, H125 1.096
30 C -4.478 3.885 3.228  C16 1.405, C63 1.386, H100 1.089
31 C 2.035 2.509 0.234  C26 1.520, H69 1.085, H79 1.097, H135 1.100
32 C 0.670 4.453 1.108  C26 1.530, H80 1.094, H95 1.098, H110 1.098
33 C 3.920 -0.865 -3.773  C14 1.473, C21 1.416, C25 1.394
34 C -0.589 2.578 -1.404  N3 1.449, C24 1.439, C53 1.433
35 C -2.470 -1.790 2.165  C15 1.426, C62 1.563, C65 1.401
36 C -1.998 -2.616 4.399  C60 1.379, C65 1.388, H71 1.091
37 C -1.142 -0.449 3.720  C15 1.422, C44 1.558, C60 1.406
38 C 3.729 -2.580 -0.419  C17 1.389, C50 1.402, H111 1.088
39 C 0.804 -3.651 2.320  N7 1.421, C11 1.407, C45 1.410
40 C 5.598 -1.432 -5.982  C8 1.405, C20 1.399, H133 1.088
41 C -4.881 1.688 4.195  C16 1.401, C19 1.396, H97 1.092
42 C -4.307 -3.222 1.080  C62 1.536, H78 1.096, H92 1.098, H127 1.096
43 C 1.496 -1.421 1.805  C23 1.419, C45 1.381, H107 1.095
44 C -0.267 0.707 4.291  C37 1.558, C47 1.538, C51 1.515, C55 1.537
45 C 1.510 -2.485 2.684  C39 1.410, C43 1.381, H83 1.087
46 C 2.505 -3.127 -2.425  C50 1.409, C54 1.385, H102 1.090
47 C 0.896 0.102 5.095  C44 1.538, H103 1.098, H109 1.096, H112 1.095
48 C 4.188 -4.645 -1.591  C17 1.397, C28 1.495, C54 1.399
49 C -2.277 1.255 -2.957  C18 1.521, C22 1.526, C24 1.556, C29 1.535
50 C 2.867 -2.177 -1.449  C38 1.402, C46 1.409, C64 1.485
51 C 0.348 1.601 3.234  C44 1.515, H68 1.101, H118 1.093, H130 1.095
52 C -0.699 4.737 -3.172  C57 1.389, C61 1.386, H113 1.090
53 C 0.288 3.696 -1.223  C26 1.555, C34 1.433, C61 1.392
54 C 3.177 -4.335 -2.507  C46 1.385, C48 1.399, H129 1.093
55 C -1.114 1.554 5.253  C44 1.537, H76 1.095, H82 1.098, H121 1.096
56 C 0.365 -2.818 0.139  C11 1.373, C23 1.421, H105 1.096
57 C -1.460 3.601 -3.417  C24 1.389, C52 1.389, H94 1.090
58 C 0.456 -0.357 -0.220  C23 1.462, C67 1.429, H74 1.104
59 C -4.472 -0.789 0.928  C62 1.528, H90 1.099, H122 1.091, H132 1.097
60 C -1.483 -1.377 4.719  C36 1.379, C37 1.406, H93 1.092
61 C 0.133 4.794 -2.064  C52 1.386, C53 1.392, H128 1.094
62 C -3.468 -1.940 0.972  C35 1.563, C42 1.536, C59 1.528, C66 1.517
63 C -3.493 3.342 2.418  C27 1.419, C30 1.386, H88 1.092
64 C 2.449 -0.759 -1.591  C14 1.450, C50 1.485, H116 1.097
65 C -2.453 -2.829 3.105  C35 1.401, C36 1.388, H131 1.091
66 C -2.682 -2.002 -0.324  C62 1.517, H84 1.096, H104 1.091, H106 1.100
67 C -0.567 0.518 0.261  N3 1.387, N6 1.422, C58 1.429
68 H 1.148 2.217 3.673  C51 1.101
69 H 1.313 1.751 0.521  C31 1.085
70 H 2.220 5.795 -0.608  C10 1.095
71 H -2.121 -3.385 5.162  C36 1.091
72 H 3.320 4.696 0.229  C10 1.100
73 H -0.063 -4.857 0.764  C11 1.087
74 H 0.680 -0.325 -1.301  C58 1.104
75 H -3.640 0.080 3.452  C19 1.089
76 H -1.956 2.014 4.725  C55 1.095
77 H 5.139 -4.063 0.249  C17 1.089
78 H -4.883 -3.238 2.013  C42 1.096
79 H 2.600 2.125 -0.625  C31 1.097
80 H -0.283 3.958 1.313  C32 1.094
81 H -2.060 1.446 -5.123  C29 1.099
82 H -0.500 2.354 5.687  C55 1.098
83 H 1.985 -2.458 3.660  C45 1.087
84 H -2.080 -2.917 -0.364  C66 1.096
85 H 2.955 4.420 -1.482  C10 1.097
86 H 5.565 -5.776 -2.790  C28 1.098
87 H -3.443 0.466 -4.602  C29 1.100
88 H -2.959 3.947 1.683  C63 1.092
89 H 6.621 -2.745 -4.609  C8 1.091
90 H -5.136 -0.901 0.059  C59 1.099
91 H 2.006 2.760 -2.980  C9 1.104
92 H -5.024 -3.259 0.250  C42 1.098
93 H -1.266 -1.162 5.767  C60 1.092
94 H -2.102 3.603 -4.298  C57 1.090
95 H 0.451 5.509 0.899  C32 1.098
96 H 2.543 1.408 -5.625  N4 1.017
97 H -5.427 1.032 4.876  C41 1.092
98 H 4.437 -6.754 -1.842  C28 1.095
99 H 0.950 1.460 -2.328  C9 1.098
100 H -4.696 4.949 3.157  C30 1.089
101 H -4.063 2.051 -2.026  C22 1.098
102 H 1.725 -2.888 -3.149  C46 1.090
103 H 1.582 0.897 5.418  C47 1.098
104 H -1.997 -1.154 -0.376  C66 1.091
105 H 0.056 -2.941 -0.905  C56 1.096
106 H -3.340 -1.969 -1.205  C66 1.100
107 H 2.047 -0.497 2.010  C43 1.095
108 H 4.372 0.061 -7.049  C20 1.088
109 H 1.460 -0.609 4.481  C47 1.096
110 H 1.307 4.393 2.001  C32 1.098
111 H 3.895 -1.917 0.428  C38 1.088
112 H 0.552 -0.418 5.995  C47 1.095
113 H -0.770 5.590 -3.848  C52 1.090
114 H -5.964 3.471 4.751  C16 1.091
115 H -4.088 0.278 -2.253  C22 1.099
116 H 2.725 -0.084 -0.770  C64 1.097
117 H 5.801 -5.929 -1.037  C28 1.092
118 H -0.387 2.293 2.813  C51 1.093
119 H 0.706 2.068 -4.008  C9 1.101
120 H -0.582 0.065 -3.617  C18 1.096
121 H -1.522 0.947 6.070  C55 1.096
122 H -3.982 0.182 0.848  C59 1.091
123 H -1.093 -0.226 -1.947  C18 1.087
124 H -3.105 1.009 -0.967  C22 1.091
125 H -3.536 2.226 -4.461  C29 1.096
126 H 5.210 -2.145 -2.637  C25 1.087
127 H -3.688 -4.124 1.018  C42 1.096
128 H 0.681 5.721 -1.871  C61 1.094
129 H 2.955 -5.041 -3.312  C54 1.093
130 H 0.789 1.000 2.432  C51 1.095
131 H -2.889 -3.801 2.871  C65 1.091
132 H -5.089 -0.783 1.835  C59 1.097
133 H 6.244 -1.676 -6.823  C40 1.088
134 H -2.054 -0.883 -3.270  C18 1.100
135 H 2.724 2.647 1.080  C31 1.100

Here are the Mulliken charges for atoms 1 to 4, given in e:
1. O -0.648
2. O -0.637
3. N 2.516
4. N 0.128

***

# 2
Molecular formula: C3H6BrNO3
Method: DFT, ωB97M-V/def2-TZVPD

The calculation puts the energy above the lowest of the compared OMol25 structures with the same formula, charge and spin at 234.74 kJ/mol. As for the SMILES: [O-]/[N+](O)=C\Br.C=CO.

Bonds (Å) are listed after each position.
Cartesian coordinates (Å):
1 Br -3.105 0.649 -0.068  C6 1.862
2 O -0.141 -1.974 -0.595  N5 1.381, H10 0.911
3 O -0.811 -0.987 1.242  N5 1.246
4 O 1.835 -0.444 0.657  C8 1.409, H14 0.980
5 N -1.041 -1.131 0.025  O2 1.381, O3 1.246, C6 1.316
6 C -1.790 -0.440 -0.809  Br1 1.862, N5 1.316, H9 1.095
7 C 0.766 1.725 0.405  C8 1.340, H12 1.001, H13 1.045
8 C 1.562 0.746 -0.046  O4 1.409, C7 1.340, H11 1.049
9 H -2.043 -0.553 -1.868  C6 1.095
10 H 0.734 -1.817 -0.395  O2 0.911
11 H 1.961 0.522 -0.991  C8 1.049
12 H 0.500 2.409 -0.276  C7 1.001
13 H 0.445 1.839 1.393  C7 1.045
14 H 1.127 -0.543 1.328  O4 0.980

Here are the Mulliken charges for atoms 1 to 4, given in e:
1. Br -0.063
2. O -0.415
3. O -0.684
4. O -0.586

***

Number 1: DFT total energy -2750.95882 Ha. Number 2: DFT total energy -2972.21251 Ha.